[1]
Below is a cluster of 2 separate species, C5H11P in total at a distorted geometry, with properties calculated with ωB97M-V with the def2-TZVPD basis set.

```
17
Properties=species:S:1:pos:R:3:lowdin_charge:R:1
C 0.58376 2.48054 -1.05460 -0.401
P 1.47144 1.20509 -0.44843 0.844
C 0.48151 -0.09899 -1.15042 -0.453
C 0.53528 -1.40472 -0.81387 -0.228
C 1.58146 -1.92957 0.19932 -0.132
H 0.91262 3.61834 -1.05516 0.029
H -0.51847 2.40245 -1.29928 0.006
H -0.28968 0.26781 -1.87624 0.066
H -0.30937 -2.08439 -1.06249 0.102
H 2.30171 -1.10217 0.26317 0.013
H 2.09203 -2.81216 -0.18434 0.055
H 1.07623 -2.44497 1.09905 0.101
C -2.02692 0.39274 1.48521 -0.040
H -2.51423 -0.54446 1.49545 -0.005
H -2.19654 0.96664 2.40031 0.021
H -2.30962 0.94670 0.65495 -0.023
H -0.87118 0.14111 1.34736 0.046
```

Properties
SMILES string: C=P/C=C\C.C
energy above the lowest of the compared OMol25 structures with the same formula, charge and spin: 192.3 kJ/mol
orbital gap: 8.6 eV
multiplicity: 1
total charge: 0
highest occupied orbital energy: -8.60 eV

[2]
Below is the molecule C5H11P at a distorted geometry, with properties calculated with ωB97M-V with the def2-TZVPD basis set.

```
17
Properties=species:S:1:pos:R:3:lowdin_charge:R:1
C 0.32075 1.48246 -0.19120 -0.431
C 1.29530 0.43571 -0.47900 -0.240
C 2.29848 0.05889 0.53562 -0.129
C -1.34978 -1.33514 0.30002 -0.169
C -2.10259 -0.10006 -0.32676 -0.585
P -1.61531 1.44155 0.47873 0.902
H 0.62903 2.28457 0.52661 0.047
H 0.19269 1.96717 -1.15689 0.049
H 1.11335 -0.30680 -1.29146 0.105
H 1.78828 -0.73538 1.08748 0.075
H 2.67506 0.80564 1.13608 0.040
H 3.20202 -0.45162 0.11859 0.087
H -0.32981 -1.20176 -0.04142 0.019
H -1.33948 -1.68353 1.30063 0.060
H -1.55781 -2.15522 -0.27340 0.027
H -3.18288 -0.24001 -0.23508 0.032
H -2.03728 -0.26648 -1.48854 0.112
```

Properties
energy above the lowest of the compared OMol25 structures with the same formula, charge and spin: 333.5 kJ/mol
orbital gap (spin up / spin down): 6.3 / 8.2 eV
multiplicity: 1
total charge: 0
highest occupied orbital energy (spin up / spin down): -6.93 / -7.85 eV

[3]
Below is the molecule C5H11P at a distorted geometry, with properties calculated with ωB97M-V with the def2-TZVPD basis set.

```
17
Properties=species:S:1:pos:R:3:lowdin_charge:R:1
C 2.56953 0.67226 -0.00385 -0.277
C 1.32889 0.85353 -0.72185 -0.405
P -0.15556 -0.09554 -0.18905 0.938
C 0.44651 -1.80509 -0.06855 -0.313
C -1.85176 -0.29442 0.35117 -0.328
C -2.85340 0.86249 0.24536 -0.196
H 3.38243 0.88877 -0.71149 0.074
H 2.76073 -0.36883 0.47036 0.072
H 2.44082 1.31007 0.89785 0.074
H 1.00630 1.96786 -0.76843 0.052
H 1.58274 -1.67317 0.24344 0.045
H 0.38170 -2.56160 -0.96732 0.085
H -0.07001 -2.30632 0.73709 0.014
H -2.08203 -1.30550 0.05408 0.015
H -2.77656 1.59577 1.07881 0.075
H -3.80211 0.78689 -0.17926 0.039
H -2.30821 1.47282 -0.46835 0.036
```

Properties
SMILES string: C/C=P(\C)=C/C
energy above the lowest of the compared OMol25 structures with the same formula, charge and spin: 411.8 kJ/mol
orbital gap (spin up / spin down): 7.7 / 7.7 eV
multiplicity: 1
total charge: 0
highest occupied orbital energy (spin up / spin down): -7.27 / -7.27 eV

[4]
Below is the molecule C5H12 at a distorted geometry, with properties calculated with ωB97M-V with the def2-TZVPD basis set.

```
17
Properties=species:S:1:pos:R:3:lowdin_charge:R:1
C -1.13454 -1.18731 1.11678 -0.170
C -0.42105 -1.03625 -0.15675 -0.249
C 0.60629 0.19381 -0.05323 -0.405
C 1.23103 0.32646 -1.42177 -0.102
C -0.06634 1.56591 0.43313 -0.060
H -1.95859 -0.43747 1.44057 0.110
H -0.46238 -1.39456 1.91565 0.059
H -1.65397 -2.16634 1.05189 0.074
H -1.24169 -0.71435 -0.82126 0.118
H 0.21499 -1.88824 -0.36168 0.112
H 1.33874 -0.14336 0.58145 0.091
H 1.78770 -0.46368 -1.72290 0.032
H 0.48024 0.62547 -2.17348 0.096
H 2.04699 1.04360 -1.25263 0.082
H -0.93317 1.81251 -0.24293 0.084
H 0.71550 2.35348 0.26314 0.079
H -0.54975 1.51035 1.40400 0.050
```

Properties
SMILES string: CCC(C)C
energy above the lowest of the compared OMol25 structures with the same formula, charge and spin: 126.0 kJ/mol
orbital gap: 11.4 eV
multiplicity: 1
total charge: 0
highest occupied orbital energy: -10.15 eV

[5]
Below is the molecule C5H12 at a distorted geometry, with properties calculated with ωB97M-V with the def2-TZVPD basis set.

```
17
Properties=species:S:1:pos:R:3:lowdin_charge:R:1
C 0.52297 1.01149 1.67316 -0.111
C -0.66927 0.19551 1.10894 -0.253
C -0.23364 -1.04456 0.32020 -0.221
C 0.55901 -0.67823 -0.98099 -0.268
C -0.24560 0.13251 -1.98446 -0.122
H 0.31002 1.44178 2.67694 0.073
H 0.71299 1.90403 1.05673 0.073
H 1.38348 0.38327 1.79945 0.059
H -1.27138 0.87046 0.53481 0.078
H -1.28545 -0.16441 1.94060 0.100
H 0.41722 -1.69528 0.85293 0.091
H -1.02738 -1.65829 -0.11015 0.105
H 1.31914 0.04968 -0.57661 0.099
H 1.05599 -1.52096 -1.41619 0.091
H 0.26200 0.79020 -2.68344 0.063
H -0.67422 -0.63706 -2.67199 0.075
H -1.13588 0.61987 -1.53992 0.069
```

Properties
SMILES string: CCCCC
energy above the lowest of the compared OMol25 structures with the same formula, charge and spin: 74.4 kJ/mol
orbital gap: 11.7 eV
multiplicity: 1
total charge: 0
highest occupied orbital energy: -10.51 eV

[6]
Below is the molecule C5H12BNO at a distorted geometry, with properties calculated with ωB97M-V with the def2-TZVPD basis set.

```
20
Properties=species:S:1:pos:R:3:lowdin_charge:R:1
B 0.25657 -0.40925 -0.07199 -0.016
C -0.84479 -1.37201 -0.22959 -0.081
C -2.16175 -0.72222 0.44162 -0.198
C -2.51443 0.60266 -0.18778 -0.537
C 1.55286 1.62882 0.10266 -0.039
C 2.77886 -0.46773 -0.10939 -0.056
N 1.49522 0.18297 -0.06074 -0.149
O -1.59668 1.52318 0.01722 -0.203
H -1.09109 -1.80408 -1.23265 0.128
H -0.91754 -2.28664 0.31389 0.089
H -2.90836 -1.49146 0.31108 0.097
H -1.96108 -0.56613 1.52760 0.121
H -2.86570 0.33642 -1.21065 0.101
H -3.53679 0.87109 0.36257 0.133
H 2.40411 1.68565 0.87103 0.113
H 2.02750 2.11151 -0.83745 0.128
H 0.63860 2.02290 0.38805 0.041
H 2.72712 -1.40778 -0.73538 0.113
H 3.49436 0.27814 -0.59243 0.115
H 3.02302 -0.71604 0.93233 0.100
```

Properties
energy above the lowest of the compared OMol25 structures with the same formula, charge and spin: 407.9 kJ/mol
orbital gap (spin up / spin down): 7.8 / 7.8 eV
multiplicity: 1
total charge: 0
highest occupied orbital energy (spin up / spin down): -7.47 / -7.47 eV

[7]
Below is a structure of composition C5H12BNO2Zr at a distorted geometry, with properties calculated with ωB97M-V with the def2-TZVPD basis set.

```
22
Properties=species:S:1:pos:R:3:lowdin_charge:R:1
C 2.82187 -1.33834 0.61370 0.473
C 2.79578 0.03576 0.63847 0.383
B 1.68254 0.85776 -0.32658 -0.437
N 2.18840 2.01029 -0.90952 0.374
O 0.47338 0.21490 -0.55897 0.092
C -0.83534 0.55314 -0.14740 -0.249
C -1.79248 -0.71411 -0.35971 -0.442
C -2.72714 -0.83616 0.84613 0.005
O -1.04594 -1.86547 -0.49988 0.061
H 3.08186 -1.86809 -0.33287 0.214
H 2.56601 -1.94445 1.51453 0.216
H 3.56025 0.58026 1.24401 0.223
H 1.74936 2.20152 -1.81916 0.173
H 2.30378 2.89648 -0.40422 0.179
H -1.17516 1.43361 -0.85211 0.013
H -0.87844 0.93975 0.90589 0.143
H -2.36049 -0.55871 -1.30351 0.165
H -3.00692 -1.88722 0.95387 0.146
H -3.67497 -0.26958 0.66492 0.086
H -2.25623 -0.49382 1.76968 0.109
H -0.69486 -1.97863 -1.39508 0.147
Zr -2.77526 2.03112 -0.24219 1.924
```

Properties
orbital gap: 4.1 eV
multiplicity: 1
total charge: +4
highest occupied orbital energy: -23.99 eV

[8]
Below is a structure of composition C5H12BrClNOP at a distorted geometry, with properties calculated with ωB97M-V with the def2-TZVPD basis set.

```
22
Properties=species:S:1:pos:R:3:lowdin_charge:R:1
C -0.16440 0.44825 1.68500 -0.047
C -1.71454 -0.82476 0.18193 -0.045
C 0.76871 -1.01013 -0.13076 -0.052
C 1.25792 1.38728 -2.89208 -0.735
C -0.38124 -0.08553 0.26970 -0.654
N -0.42804 1.07203 -0.63184 -0.121
O -1.00085 -0.22893 -2.86809 -0.341
P -0.45387 0.98896 -2.28468 0.098
Cl -1.48450 2.61741 -2.78155 0.396
Br 1.17239 1.56593 -4.80393 0.615
H 0.78935 0.96782 1.76133 0.083
H -0.96239 1.13512 1.95801 0.086
H -0.16210 -0.37456 2.39445 0.087
H -1.87573 -1.17879 -0.83103 0.067
H -2.52940 -0.15616 0.44871 0.087
H -1.71918 -1.67498 0.85868 0.085
H 0.61550 -1.36232 -1.14795 0.072
H 1.71996 -0.48209 -0.07340 0.083
H 0.81078 -1.87143 0.53071 0.086
H 1.64465 2.31789 -2.48191 0.028
H 1.92654 0.55755 -2.66540 0.029
H -0.10233 1.94001 -0.23763 0.095
```

Properties
energy above the lowest of the compared OMol25 structures with the same formula, charge and spin: 0.0 kJ/mol
orbital gap: 10.4 eV
multiplicity: 1
total charge: 0
highest occupied orbital energy: -9.82 eV

[9]
Below is a structure of composition C5H12CaN6O9 at a distorted geometry, with properties calculated with ωB97M-V with the def2-TZVPD basis set.

```
33
Properties=species:S:1:pos:R:3:lowdin_charge:R:1
Ca -1.81648 0.48331 0.81354 0.945
C -2.24190 4.16609 3.36027 -1.187
O -1.67633 3.11475 3.81486 -0.162
O -3.10038 4.73886 3.94754 -0.016
O -2.27403 4.20529 2.14892 -0.050
C -5.95623 -0.33767 -1.10918 -1.135
O -6.94165 -0.31838 -1.90114 -0.115
O -5.27079 -1.35437 -0.86644 -0.132
O -5.66672 0.68182 -0.48560 -0.057
C -0.86819 0.36738 -4.95711 -0.842
O -0.98786 0.30813 -3.74645 0.024
N -0.47790 -0.60405 -5.69549 0.158
N -0.95174 1.46907 -5.60068 0.161
H -0.24966 -0.55196 -6.67798 0.108
H -0.18955 -1.36436 -5.09643 0.124
H -1.48721 2.13852 -5.06663 0.133
H -0.91497 1.38077 -6.60614 0.105
C 4.11241 1.80072 0.22597 -0.799
O 3.04108 1.24721 0.32082 0.035
N 5.24241 1.39712 -0.20505 0.159
N 4.19006 3.08596 0.52495 0.139
H 5.53875 0.51025 -0.58683 0.122
H 6.02212 2.03669 -0.14938 0.102
H 3.38940 3.62792 0.81706 0.124
H 5.07576 3.57125 0.51372 0.091
C 0.26555 -4.16406 3.82956 -0.840
O -0.33631 -3.42327 3.20668 0.092
N -0.07678 -5.42119 3.80097 0.154
N 1.48564 -3.84484 4.34091 0.148
H 0.43257 -6.07038 4.38340 0.098
H -0.98877 -5.54442 3.38483 0.124
H 1.95056 -4.46798 4.98560 0.083
H 1.72716 -2.86419 4.33095 0.108
```

Properties
energy above the lowest of the compared OMol25 structures with the same formula, charge and spin: 822.9 kJ/mol
orbital gap: 2.4 eV
multiplicity: 1
total charge: -2
highest occupied orbital energy: 0.94 eV

[10]
Below is a structure of composition C5H12Cl2P2 at a distorted geometry, with properties calculated with ωB97M-V with the def2-TZVPD basis set.

```
21
Properties=species:S:1:pos:R:3:lowdin_charge:R:1
C 1.49156 1.18772 -1.27739 -0.352
C 3.33821 -0.65334 -0.42253 -0.335
C -1.76475 -1.01600 1.90883 -0.292
C -1.66654 -0.40543 -0.95872 -0.340
C 0.80947 -1.03195 0.46502 -1.160
P 1.67345 -0.64528 -1.12988 0.822
P -0.91180 -1.43370 0.30351 0.799
Cl -0.67504 2.15364 1.17456 -0.075
Cl 1.44937 -1.85392 1.73676 0.651
H 2.28167 1.57574 -1.88677 0.016
H 1.61269 1.81144 -0.38073 0.010
H 0.55673 1.49314 -1.89269 0.061
H 3.55465 0.31569 -0.10021 0.021
H 4.11888 -0.84283 -1.17195 0.049
H 3.51053 -1.45459 0.22878 -0.015
H -1.19690 -1.33419 2.81323 0.038
H -2.78104 -1.39300 1.80337 0.028
H -1.82815 0.09996 2.01211 -0.030
H -1.19484 -0.69673 -2.02322 0.082
H -1.35516 0.65313 -0.71287 -0.036
H -2.75178 -0.72823 -0.83564 0.058
```

Properties
orbital gap (spin up / spin down): 8.3 / 4.2 eV
multiplicity: 3
total charge: 0
highest occupied orbital energy (spin up / spin down): -7.49 / -8.09 eV